{
  "formula": "C20H38Cl6N9O22",
  "method": "wB97M-V/def2-TZVPD",
  "spin_multiplicity": 1,
  "lumo_ev": 0.8899,
  "total_charge": -1,
  "symbols": ["C", "C", "N", "C", "C", "N", "C", "C", "H", "H", "H", "H", "H", "H", "H", "H", "H", "H", "H", "Cl", "O", "O", "O", "O", "Cl", "O", "O", "O", "O", "C", "Cl", "Cl", "Cl", "Cl", "C", "N", "O", "O", "H", "H", "H", "C", "N", "O", "O", "H", "H", "H", "C", "N", "O", "O", "H", "H", "H", "C", "N", "O", "O", "H", "H", "H", "C", "N", "O", "O", "H", "H", "H", "C", "N", "O", "O", "H", "H", "H", "C", "N", "O", "O", "H", "H", "H", "C", "C", "C", "C", "C", "C", "H", "H", "H", "H", "H", "H"],
  "coordinates": [[-0.26, 0.99, -0.81], [-1.13, -0.16, -0.37], [-0.56, -0.89, 0.75], [-0.90, -0.73, 2.07], [-0.25, -1.66, 2.75], [0.53, -2.36, 1.87], [0.29, -1.89, 0.66], [1.41, -3.47, 2.16], [-0.13, 1.62, 0.06], [-0.74, 1.61, -1.58], [0.69, 0.67, -1.23], [-1.36, -0.87, -1.15], [-2.13, 0.17, -0.08], [-1.61, 0.01, 2.42], [-0.26, -1.91, 3.81], [0.71, -2.26, -0.26], [0.98, -4.11, 2.94], [2.33, -3.15, 2.66], [1.68, -4.02, 1.27], [2.11, -3.09, 6.20], [1.01, -3.67, 5.43], [2.87, -2.23, 5.30], [1.54, -2.35, 7.29], [2.99, -4.12, 6.72], [-1.81, -0.10, 6.19], [-3.08, 0.19, 6.83], [-0.80, 0.08, 7.20], [-1.70, -1.47, 5.73], [-1.58, 0.78, 5.05], [-1.37, -6.33, -1.35], [-0.09, -7.55, -1.27], [-2.24, -6.50, -2.87], [-2.49, -6.59, 0.00], [-0.67, -4.73, -1.23], [1.78, 1.92, 3.16], [2.66, 2.89, 2.46], [3.63, 3.32, 3.05], [2.37, 3.18, 1.31], [2.33, 1.39, 3.93], [1.49, 1.13, 2.47], [0.97, 2.50, 3.57], [4.90, -1.38, 1.86], [3.71, -1.25, 0.98], [3.44, -2.19, 0.27], [3.19, -0.15, 0.98], [4.63, -0.96, 2.83], [5.70, -0.82, 1.38], [5.15, -2.42, 2.00], [-3.85, -2.80, 1.58], [-3.99, -1.63, 0.68], [-4.20, -0.55, 1.18], [-3.89, -1.80, -0.53], [-3.81, -2.51, 2.61], [-2.93, -3.28, 1.25], [-4.67, -3.49, 1.37], [-3.23, 3.33, -4.77], [-1.99, 2.54, -4.97], [-1.65, 2.25, -6.09], [-1.35, 2.24, -3.97], [-3.51, 3.26, -3.72], [-3.99, 2.97, -5.44], [-2.95, 4.35, -5.03], [-0.51, 4.85, -1.72], [-1.72, 4.72, -0.87], [-1.73, 5.33, 0.17], [-2.64, 4.06, -1.30], [0.34, 4.99, -1.06], [-0.63, 5.75, -2.32], [-0.40, 3.94, -2.29], [0.07, -1.61, -4.83], [0.76, -2.16, -3.64], [0.26, -1.88, -2.56], [1.71, -2.88, -3.79], [-0.48, -2.43, -5.30], [0.82, -1.27, -5.54], [-0.56, -0.78, -4.55], [-2.49, 4.02, 3.28], [-2.89, 3.02, 2.25], [-2.00, 2.49, 1.62], [-4.07, 2.84, 2.06], [-2.09, 3.46, 4.13], [-3.33, 4.65, 3.52], [-1.68, 4.58, 2.83], [1.45, 1.86, -5.25], [2.19, 1.16, -6.19], [3.14, 0.27, -5.71], [3.37, 0.13, -4.35], [2.66, 0.87, -3.41], [1.71, 1.78, -3.88], [0.75, 2.63, -5.53], [2.08, 1.30, -7.26], [3.81, -0.25, -6.40], [4.15, -0.57, -4.07], [2.81, 0.74, -2.35], [1.20, 2.48, -3.25]],
  "mulliken_charge": [0.105, -1.031, 1.118, -0.534, -1.356, 0.845, -1.148, -0.919, 0.189, -0.113, -0.153, 0.546, 0.313, 0.744, 0.621, 0.745, 0.439, 0.195, 0.242, 1.690, -0.672, -0.662, -0.621, -0.701, 1.696, -0.701, -0.663, -0.659, -0.638, 0.282, -0.117, -0.126, -0.115, 0.069, -0.310, 1.044, -0.602, -0.537, 0.327, -0.300, 0.357, -0.916, 0.989, -0.527, -0.469, 0.351, 0.311, 0.324, -0.665, 1.006, -0.490, -0.602, 0.343, 0.168, 0.288, -0.805, 0.771, -0.532, -0.268, 0.272, 0.325, 0.277, -0.631, 1.008, -0.578, -0.498, 0.309, 0.366, 0.016, -0.836, 0.965, -0.421, -0.570, 0.321, 0.278, 0.257, -0.814, 0.828, -0.347, -0.565, 0.275, 0.305, 0.285, 0.028, -0.833, -0.277, -0.546, -0.551, -0.172, 0.318, 0.423, 0.335, 0.397, 0.652, 0.233]
}

---

{
  "formula": "C20H38FN4O7",
  "method": "wB97M-V/def2-TZVPD",
  "spin_multiplicity": 1,
  "lumo_ev": -2.8863,
  "total_charge": 1,
  "symbols": ["C", "C", "O", "C", "C", "C", "N", "C", "N", "C", "C", "O", "O", "C", "C", "O", "N", "C", "C", "O", "F", "N", "H", "H", "H", "H", "H", "H", "H", "H", "H", "H", "H", "H", "H", "H", "H", "H", "H", "H", "C", "C", "O", "C", "C", "H", "H", "H", "H", "H", "H", "H", "H", "H", "H", "C", "C", "O", "C", "C", "H", "H", "H", "H", "H", "H", "H", "H", "H", "H"],
  "coordinates": [[3.50, -2.65, 0.08], [3.30, -1.18, -0.29], [2.25, -0.97, -1.24], [0.97, -1.20, -0.73], [0.43, 0.00, 0.08], [-0.55, 0.83, -0.67], [-1.37, 0.39, -1.61], [-2.08, 1.46, -2.00], [-3.01, 1.37, -2.95], [-3.86, 2.41, -3.48], [-5.02, 2.77, -2.55], [-5.31, 3.89, -2.28], [-5.65, 1.65, -2.12], [-5.67, 1.39, -0.71], [-6.48, 2.35, 0.11], [-5.09, 0.44, -0.32], [-1.71, 2.57, -1.32], [-2.16, 3.96, -1.35], [-1.28, 4.82, -0.45], [-0.12, 4.95, -0.53], [-2.01, 5.44, 0.48], [-0.71, 2.13, -0.47], [2.77, -3.28, -0.44], [4.50, -2.99, -0.17], [3.34, -2.82, 1.15], [3.14, -0.56, 0.60], [4.20, -0.80, -0.77], [0.91, -2.10, -0.11], [0.31, -1.36, -1.59], [-0.08, -0.36, 0.98], [1.26, 0.62, 0.42], [-3.14, 0.43, -3.29], [-3.32, 3.31, -3.75], [-4.29, 2.03, -4.41], [-7.00, 3.09, -0.50], [-7.19, 1.78, 0.70], [-5.81, 2.87, 0.80], [-2.06, 4.36, -2.36], [-3.20, 4.05, -1.04], [-0.20, 2.72, 0.17], [-2.69, -3.85, -1.68], [-1.78, -3.90, -0.47], [-2.37, -3.42, 0.72], [-3.52, -4.12, 1.17], [-3.28, -5.59, 1.47], [-3.07, -2.84, -1.83], [-2.14, -4.15, -2.57], [-3.55, -4.53, -1.59], [-0.93, -3.25, -0.64], [-1.39, -4.92, -0.33], [-4.35, -4.01, 0.46], [-3.82, -3.60, 2.08], [-3.02, -6.15, 0.58], [-4.19, -6.03, 1.89], [-2.48, -5.70, 2.20], [6.50, 0.56, 4.17], [7.10, 0.06, 2.86], [6.26, 0.25, 1.73], [5.91, 1.59, 1.44], [7.10, 2.50, 1.14], [5.54, 0.09, 4.35], [7.17, 0.31, 5.00], [6.36, 1.64, 4.18], [7.26, -1.01, 2.91], [8.08, 0.52, 2.69], [5.30, 2.02, 2.25], [5.27, 1.53, 0.56], [7.74, 2.63, 2.01], [6.74, 3.49, 0.85], [7.69, 2.09, 0.33]],
  "nbo_charge": [-0.655, -0.073, -0.522, -0.065, -0.499, 0.490, -0.479, 0.600, -0.554, -0.340, 0.785, -0.525, -0.563, 0.810, -0.747, -0.492, -0.190, -0.350, 0.858, -0.484, -0.298, -0.350, 0.217, 0.231, 0.214, 0.156, 0.205, 0.189, 0.212, 0.266, 0.245, 0.447, 0.228, 0.270, 0.256, 0.270, 0.252, 0.262, 0.263, 0.456, -0.645, -0.060, -0.543, -0.065, -0.646, 0.203, 0.219, 0.211, 0.170, 0.168, 0.161, 0.189, 0.205, 0.223, 0.215, -0.645, -0.066, -0.542, -0.062, -0.646, 0.208, 0.223, 0.203, 0.190, 0.165, 0.156, 0.176, 0.209, 0.216, 0.216]
}

---

{
  "formula": "C20H38KN4NbOSi",
  "method": "wB97M-V/def2-TZVPD",
  "spin_multiplicity": 1,
  "relative_energy_kcal_mol": 4.9,
  "lumo_ev": -7.5729,
  "total_charge": 2,
  "symbols": ["N", "C", "O", "K", "Nb", "N", "N", "C", "C", "C", "C", "C", "C", "C", "C", "H", "H", "H", "H", "H", "H", "H", "H", "H", "H", "H", "H", "H", "H", "H", "H", "H", "H", "C", "H", "H", "H", "C", "H", "H", "H", "C", "Si", "C", "C", "N", "C", "C", "C", "C", "C", "C", "H", "H", "H", "H", "H", "H", "H", "H", "H", "H", "H", "H", "H", "H"],
  "coordinates": [[-1.82, -0.64, -0.16], [-2.21, -1.82, -0.10], [-3.14, -2.60, 0.13], [-4.47, -0.60, -0.15], [0.01, 0.11, 0.12], [-0.15, 1.85, -0.84], [0.76, -1.24, -1.13], [-0.57, 2.26, -2.21], [0.51, -2.42, -1.98], [-0.68, 3.78, -2.34], [0.51, 1.75, -3.18], [-1.93, 1.64, -2.53], [0.24, -3.61, -1.06], [1.71, -2.74, -2.86], [-0.71, -2.17, -2.85], [-1.40, 4.18, -1.62], [-1.05, 4.02, -3.34], [0.29, 4.27, -2.21], [1.47, 2.24, -2.96], [0.22, 1.96, -4.22], [0.67, 0.66, -3.07], [-1.90, 0.55, -2.60], [-2.27, 2.02, -3.51], [-2.67, 1.92, -1.77], [1.09, -3.78, -0.39], [0.09, -4.51, -1.67], [-0.67, -3.45, -0.46], [2.58, -3.05, -2.28], [1.98, -1.87, -3.49], [1.45, -3.56, -3.54], [-0.85, -3.05, -3.51], [-0.55, -1.29, -3.48], [-1.61, -2.05, -2.25], [0.38, 2.89, 0.06], [0.47, 2.49, 1.08], [1.36, 3.25, -0.28], [-0.30, 3.76, 0.12], [2.17, -0.96, -0.75], [2.22, -0.16, 0.03], [2.66, -1.86, -0.34], [2.74, -0.59, -1.62], [-2.82, 0.12, 2.62], [-1.10, -0.44, 3.14], [-0.87, 0.34, 4.82], [-1.13, -2.31, 3.22], [0.32, 0.05, 2.14], [1.61, 0.13, 2.76], [2.58, 1.03, 2.27], [3.87, 1.04, 2.82], [4.18, 0.22, 3.90], [3.22, -0.66, 4.40], [1.95, -0.73, 3.83], [-3.26, 0.57, 3.53], [-3.46, -0.74, 2.36], [-2.82, 0.91, 1.84], [-1.80, 0.20, 5.40], [-0.04, -0.08, 5.39], [-0.71, 1.42, 4.70], [-1.54, -2.77, 2.31], [-0.14, -2.73, 3.40], [-1.78, -2.58, 4.06], [2.34, 1.72, 1.46], [4.62, 1.72, 2.39], [5.18, 0.26, 4.35], [3.45, -1.30, 5.26], [1.22, -1.45, 4.21]],
  "nbo_charge": [-0.829, 0.843, -0.548, 0.987, 1.992, -0.600, -0.638, 0.100, 0.112, -0.627, -0.613, -0.615, -0.599, -0.626, -0.599, 0.217, 0.247, 0.229, 0.223, 0.242, 0.206, 0.207, 0.248, 0.198, 0.225, 0.248, 0.184, 0.224, 0.223, 0.248, 0.247, 0.225, 0.177, -0.454, 0.229, 0.226, 0.242, -0.436, 0.217, 0.244, 0.247, -1.140, 1.785, -1.130, -1.143, -1.121, 0.207, -0.307, -0.170, -0.200, -0.171, -0.264, 0.282, 0.216, 0.224, 0.256, 0.261, 0.255, 0.227, 0.254, 0.267, 0.201, 0.236, 0.243, 0.240, 0.220]
}

---

{
  "formula": "C20H38N2O7",
  "method": "wB97M-V/def2-TZVPD",
  "spin_multiplicity": 1,
  "relative_energy_kcal_mol": 495.5,
  "lumo_ev": 0.5923,
  "symbols": ["C", "H", "H", "H", "C", "C", "H", "H", "H", "C", "H", "H", "H", "O", "C", "O", "N", "C", "C", "O", "C", "C", "O", "C", "C", "N", "C", "O", "O", "C", "C", "H", "H", "H", "C", "H", "H", "H", "C", "H", "H", "H", "C", "H", "H", "C", "H", "H", "O", "C", "H", "H", "C", "H", "H", "H", "H", "H", "H", "H", "H", "H", "H", "H", "H", "H", "H"],
  "coordinates": [[0.73, -0.59, -5.32], [0.40, -1.62, -4.84], [1.35, -0.86, -6.07], [-0.29, -0.20, -5.72], [1.11, 0.26, -4.40], [1.60, 1.74, -4.96], [0.73, 2.30, -5.30], [2.22, 1.46, -5.80], [2.03, 2.19, -4.21], [2.57, -0.36, -3.79], [3.22, 0.11, -3.02], [2.45, -1.51, -3.49], [3.14, -0.45, -4.68], [0.41, 0.27, -3.23], [0.47, 0.97, -2.24], [1.65, 1.78, -1.98], [-0.62, 1.18, -1.36], [-0.38, 1.72, -0.07], [-1.50, 2.56, 0.35], [-1.05, 3.53, 1.38], [-1.25, 2.77, 2.54], [-2.41, 2.43, 2.99], [-2.89, 1.08, 2.54], [-2.94, 0.15, 3.42], [-1.82, -0.92, 3.74], [-1.09, -1.17, 2.69], [0.12, -0.66, 2.43], [0.86, -0.12, 3.28], [0.91, -1.31, 1.38], [2.28, -1.27, 1.30], [2.56, -2.34, 0.06], [2.06, -3.31, 0.12], [3.62, -2.29, -0.13], [1.94, -1.73, -0.90], [2.93, -1.89, 2.44], [4.17, -2.12, 2.42], [2.67, -1.44, 3.33], [2.76, -2.76, 2.77], [2.80, 0.05, 0.99], [2.52, 0.45, 0.04], [2.51, 0.89, 1.92], [4.09, 0.19, 0.85], [-1.66, -2.14, 1.73], [-2.29, -2.73, 2.44], [-0.88, -2.87, 1.23], [-2.77, -1.61, 0.86], [-3.74, -1.96, 0.95], [-2.84, -0.43, 0.91], [-2.34, -2.18, -0.55], [-1.11, -1.34, -1.23], [-0.41, -1.35, -0.42], [-0.95, -1.99, -1.99], [-1.71, -0.01, -1.43], [-1.90, 0.24, -2.58], [-2.50, 0.58, -0.90], [-1.82, -1.37, 4.58], [-1.18, 0.07, 4.19], [-3.48, 0.44, 4.30], [-3.72, -0.71, 3.01], [-2.56, 2.58, 4.33], [-3.46, 3.11, 2.66], [-0.83, 3.67, 3.38], [-0.57, 1.93, 2.68], [-2.36, 2.30, 0.26], [-1.60, 3.48, -0.60], [0.52, 2.19, 0.03], [-0.49, 0.95, 0.70]],
  "nbo_charge": [-0.632, 0.217, 0.243, 0.212, 0.289, -0.588, 0.200, 0.205, 0.240, -0.639, 0.254, 0.193, 0.184, -0.495, 0.914, -0.793, -0.431, -0.263, -0.029, -0.490, -0.195, -0.122, -0.568, -0.030, -0.253, -0.464, 0.911, -0.655, -0.576, 0.224, -0.582, 0.217, 0.214, 0.177, -0.632, 0.200, 0.236, 0.208, -0.651, 0.243, 0.250, 0.220, -0.276, 0.209, 0.275, -0.099, 0.201, 0.201, -0.593, -0.117, 0.225, 0.217, -0.265, 0.232, 0.246, 0.220, 0.228, 0.177, 0.123, 0.225, 0.232, 0.207, 0.222, 0.151, 0.160, 0.272, 0.162]
}